Record 1
Entry from OMol25: a structure of composition C22H24AsF5N5OSnTe (ωB97M-V with the def2-TZVPD basis set).

Values from the calculation:
**Gap between HOMO and LUMO**: 7.93 eV
**Calculated total energy**: -4419.092922 Ha
**Max |F|**: 0.0151 Eh/bohr
**Relative energy (zero: lowest compared OMol25 entry of this formula, charge and spin)**: 0.000 eV

```
! wB97M-V def2-TZVPD RIJCOSX def2/J DEFGRID3
* xyz 1 1
Te 2.708 0.516 -2.860
H -1.111 3.200 3.270
F 2.296 -0.196 -4.508
H 2.933 -0.364 0.893
H 1.626 -3.794 -0.572
H 5.606 -2.375 0.456
C -4.022 3.080 1.541
H -2.947 0.941 7.579
C 3.763 -4.101 0.526
C -0.196 -0.975 5.678
C -1.957 -2.617 2.395
H -1.438 -0.590 8.801
N 1.328 -2.904 -0.215
H 0.597 -1.501 5.157
C -1.331 -0.462 7.732
C -4.105 -1.387 1.104
C -1.051 -0.122 4.986
C -3.992 -2.770 1.115
H -4.783 3.739 1.144
C -2.176 0.398 7.047
H -4.751 -3.373 0.634
H -1.726 -3.554 -0.975
Sn 0.529 0.540 -0.099
H -0.373 -4.600 -0.818
H 4.767 -4.339 0.185
H 3.089 -4.708 -0.075
N -0.753 -3.673 -0.753
O 1.013 0.351 -2.159
C -0.342 -1.152 7.046
C -3.150 -0.610 1.756
H -2.717 1.232 5.151
H -2.872 -4.469 1.805
F 4.467 0.655 -3.386
F 2.435 2.200 -3.555
H -4.948 -0.923 0.609
C -3.158 0.864 1.867
F 3.208 -1.192 -2.260
C -1.957 2.776 2.742
H 3.660 -4.398 1.571
H 0.324 -1.819 7.578
C -2.930 -3.388 1.771
H -1.488 -1.376 -0.439
N -0.479 -1.410 -0.331
C 2.350 -2.084 0.231
H -1.127 -3.102 2.898
C -0.001 -2.605 -0.440
C -2.943 3.614 2.237
C -2.074 1.406 2.568
H 4.715 -1.510 1.715
H -2.869 4.683 2.379
F 3.290 1.251 -1.218
C -4.132 1.712 1.350
C -2.069 -1.236 2.385
N 3.554 -2.666 0.355
H 4.697 -0.938 0.019
C -2.042 0.568 5.675
C 4.700 -1.815 0.665
H -4.979 1.315 0.805
N 2.128 -0.831 0.500
As -0.785 0.055 3.068
*
```

---

Record 2
Entry from OMol25: an isolated molecule of C4H8O2 in a non-equilibrium geometry (ωB97M-V with the def2-TZVPD basis set).

Values from the calculation:
**Gap between HOMO and LUMO**: 10.05 eV
**Calculated total energy**: -307.581184 Ha
**Max |F|**: 0.0827 Eh/bohr
**Relative energy (zero: lowest compared OMol25 entry of this formula, charge and spin)**: 3.571 eV
**Structure (SMILES)**: COCCC=O

```
! wB97M-V def2-TZVPD RIJCOSX def2/J DEFGRID3
* xyz 0 1
H -2.575 1.546 0.111
H -1.553 -1.174 1.334
H 0.847 -1.358 0.755
H -1.402 -1.385 -0.421
C -2.095 0.542 0.091
H 2.325 0.892 -1.647
H 2.283 1.233 0.106
O -2.939 0.350 -0.790
C 0.293 -0.428 0.529
C -1.195 -0.690 0.415
O 0.725 0.116 -0.692
H 2.727 -0.396 -0.476
H 0.477 0.277 1.355
C 2.081 0.475 -0.668
*
```

---

Record 3
Entry from OMol25: a cluster of 11 separate species, C47H73BBr20IN3O9 in total in a non-equilibrium geometry (ωB97M-V with the def2-TZVPD basis set).

Values from the calculation:
**Gap between HOMO and LUMO**: 8.23 eV
**Calculated total energy**: -54478.950998 Ha
**Max |F|**: 0.0410 Eh/bohr
**Structure (SMILES)**: [H]/N=C/Cc1c(CCCO)c(I)c2c(c1B(O)N(C)C)C(=O)c1c(cc(CCCO)c(OC[C@H](C)O)c1ON=O)C2=O.BrCCBr.BrCCBr.BrCCBr.BrCCBr.BrCCBr.BrCCBr.BrCCBr.BrCCBr.BrCCBr.BrCCBr

```
! wB97M-V def2-TZVPD RIJCOSX def2/J DEFGRID3
* xyz 0 1
H -0.801 3.539 5.977
C 0.813 2.295 5.299
C 8.240 -3.072 6.151
C 2.776 3.155 6.683
H 9.033 -3.774 5.905
H -1.311 1.808 -3.503
H -10.241 1.154 1.597
H 3.644 2.532 6.471
H -6.682 1.055 -0.025
C -10.901 1.535 0.825
H 7.540 0.740 -1.969
C 1.375 1.606 4.213
H -11.834 0.976 0.835
Br -9.522 3.976 1.356
H -5.389 1.244 -1.164
H 2.781 3.947 4.653
H 5.784 2.791 -6.320
Br -3.218 -3.999 -11.510
B -2.703 1.039 -0.593
H -0.588 -4.472 1.329
H 5.613 -1.108 2.323
Br -5.640 -3.362 -8.796
Br -7.774 -2.877 -2.573
H -1.572 0.376 -5.269
H 5.471 3.118 -4.605
C -3.403 1.683 0.698
C 5.563 -5.791 2.739
O 1.740 5.192 5.964
C 3.362 -1.469 3.504
H -8.212 0.278 1.987
C 4.278 -6.117 3.449
Br 10.964 1.663 -4.534
O -2.152 -0.193 -0.371
H 4.949 -0.174 -0.596
C 3.583 1.076 3.509
C 11.350 0.158 -5.703
H 3.516 -1.464 4.577
O -0.608 2.595 0.481
C -2.305 3.699 3.685
C 6.244 3.012 -5.360
H -0.714 0.832 -2.140
C -0.450 -1.340 -5.982
H -4.174 3.123 -1.510
H -11.600 3.462 0.096
C 7.128 4.225 -5.461
C -2.937 -3.889 -9.589
Br -2.204 -1.455 -3.718
H 3.877 -2.344 3.112
H 3.313 1.783 2.731
H -5.395 -1.203 0.695
H 12.151 1.476 -7.222
H 3.415 -6.075 2.792
C 2.809 4.285 5.689
H 3.753 4.820 5.816
H -2.539 -0.869 -6.085
C -1.690 -0.691 -5.426
H 3.620 -0.252 1.797
C 11.533 0.590 -7.134
H -6.498 -0.118 2.139
Br 9.840 1.000 -8.000
C -7.283 0.541 2.490
I -5.500 3.754 4.635
H -7.560 -0.782 4.124
H 0.322 -2.629 -0.256
Br 7.108 1.606 0.320
H -2.509 3.689 -1.159
H 10.539 -0.553 -5.578
Br 1.161 -0.737 -5.074
C 0.727 1.643 2.980
Br 6.728 -1.883 -0.824
Br 5.384 -4.241 1.581
H -1.110 -5.338 -0.128
H 8.044 4.026 -6.007
H 6.594 5.049 -5.930
H 5.857 -6.607 2.083
H -0.728 2.579 -2.050
N -2.666 1.686 -1.894
C 7.170 -3.754 6.963
H -11.814 3.184 1.835
Br 5.935 -2.478 7.754
H -5.280 -2.204 -1.259
O -8.555 0.998 4.453
C -5.400 2.156 2.010
H 1.835 1.230 6.790
H 6.373 -5.569 3.427
H 12.272 -0.274 -5.322
C -3.136 3.093 -1.819
C -4.796 1.572 0.871
H 5.296 -0.516 -2.303
Br -0.024 -3.835 -2.402
C -0.865 -4.364 0.282
Br 3.938 -4.877 4.910
O 5.391 -0.328 2.842
Br -2.526 -3.340 0.300
H -7.192 -2.641 -6.356
C -0.462 2.346 2.824
H -8.499 1.011 5.412
C -2.650 2.348 1.646
H 0.817 2.533 7.406
C 1.521 2.256 6.630
C -5.624 0.862 -0.174
Br 7.281 1.435 -4.897
H -0.312 -1.065 -7.026
C -7.422 0.293 3.970
O 1.270 0.958 1.898
Br -10.059 1.121 -0.881
H -7.298 -4.019 -5.247
H 2.313 -1.581 3.249
C -1.182 2.434 1.526
H 4.336 -7.101 3.910
H -7.376 2.332 1.288
Br -5.090 -2.885 -5.088
O -2.556 4.765 4.165
H -6.493 0.569 4.475
H -4.386 -5.462 -9.229
C -3.229 2.970 2.757
C -6.892 2.006 2.198
H -2.800 -2.839 -9.352
C 3.971 -0.241 2.832
C -7.731 -2.090 -4.353
H 6.570 -4.436 6.368
C -4.608 2.870 2.926
H -7.265 2.586 3.027
C -4.072 -4.508 -8.818
H 2.931 3.574 7.672
C 5.736 -0.290 -1.334
C -1.276 1.715 -2.418
H -2.012 -4.429 -9.399
C -5.450 -0.632 -0.230
H -1.987 -0.643 -1.212
C -1.017 3.006 3.916
C -7.014 -2.976 -5.337
H -8.773 -1.970 -4.639
H 1.473 5.600 5.137
C -11.164 3.009 0.981
H 4.470 1.456 4.013
H 6.077 1.735 -1.922
C 6.616 0.925 -1.435
H -0.472 -2.422 -5.891
O 2.513 0.898 4.439
C -0.377 3.001 5.146
H -3.796 -4.636 -7.772
H 11.967 -0.217 -7.720
Br 7.543 -2.446 4.448
H 7.611 -4.291 7.800
C 0.240 -3.686 -0.481
H 1.191 -4.173 -0.276
N -5.374 -1.193 -1.356
H 8.663 -2.209 6.654
N 0.560 -0.243 1.634
H -3.075 3.509 -2.823
H -7.264 -1.116 -4.252
Br 7.649 4.871 -3.701
O 1.008 -0.781 0.706
*
```

---

Question: max |F| of number 3 (C47H73BBr20IN3O9)?
Answer: 0.0410 Eh/bohr